Record 1
A 2-piece molecular cluster, C23H29N2 overall at a distorted geometry, computed with wB97M-V/def2-TZVPD.

XYZ file:
```
54
Properties=species:S:1:pos:R:3:forces:R:3
C -1.461719 4.702246 0.801066 -0.35 0.02 -0.03
C -0.655757 4.751170 2.107849 0.37 -0.02 0.07
C -0.632584 3.327064 2.677038 0.27 0.38 0.74
N -1.208572 2.484403 1.632802 -0.05 -2.31 0.03
C -1.247360 1.160560 1.729615 0.21 1.11 0.74
C -1.843703 0.330454 0.768536 -0.89 -1.41 -0.67
C -1.674745 -1.056634 0.704512 1.94 1.97 -0.86
C -1.808311 -1.727946 -0.587913 -0.91 -0.60 -0.87
C -0.813620 -2.595639 -1.110658 -0.33 0.22 0.56
C -0.965517 -3.181808 -2.367330 -0.23 0.18 0.01
C -2.120901 -2.941907 -3.124898 0.07 0.25 0.42
C -3.095373 -2.059487 -2.639716 0.13 -0.01 0.15
C -2.935957 -1.451722 -1.394801 0.31 -0.10 0.02
C -1.706876 3.220701 0.476423 -0.33 0.47 -0.66
H -2.424509 5.203037 0.927170 0.18 0.02 -0.07
H -0.930059 5.185968 -0.019980 -0.13 0.00 0.14
H 0.368937 5.077469 1.915545 -0.17 0.05 0.05
H -1.103194 5.434370 2.830149 0.13 0.00 -0.13
H 0.386284 2.993990 2.928710 -0.36 0.01 -0.18
H -1.232120 3.254354 3.600010 0.10 -0.11 -0.42
H -0.746630 0.713895 2.599354 -0.21 0.21 -0.18
H -2.452150 0.811468 -0.008450 0.60 -0.26 0.12
H -1.091175 -1.565247 1.477565 -0.16 0.19 -0.05
H 0.090833 -2.770910 -0.522758 -0.28 -0.07 -0.19
H -0.183110 -3.830886 -2.764971 -0.25 0.20 0.20
H -2.261442 -3.433300 -4.087916 0.09 0.17 0.26
H -3.984547 -1.842099 -3.232884 0.26 -0.10 0.17
H -3.686944 -0.755704 -1.013587 0.08 -0.32 -0.20
H -2.776682 3.020386 0.308015 0.34 -0.02 0.18
H -1.178458 2.926340 -0.446107 -0.05 -0.14 0.48
C 0.699751 -0.309740 5.481908 -0.03 -0.03 -0.12
C 0.948467 -1.489842 4.774858 0.02 0.10 0.03
C -0.105542 -2.183448 4.179322 -0.15 0.34 0.10
C -1.405730 -1.692251 4.296927 -0.27 -0.27 0.14
C -2.569390 -2.496128 3.750037 0.70 -0.99 -0.15
C -3.468444 -3.133503 4.856161 0.16 0.30 -0.15
C -4.921028 -2.880469 4.417576 -0.02 -0.15 -0.25
C -4.847883 -1.909983 3.216916 -0.77 0.21 -0.05
N -3.446778 -1.766033 2.909814 -0.97 0.87 -0.07
C -1.662445 -0.511195 4.996256 0.44 0.19 -0.03
C -0.604529 0.189399 5.580819 -0.16 -0.18 -0.15
H 1.520443 0.220712 5.964207 -0.18 -0.14 -0.14
H 1.961544 -1.882312 4.690639 -0.21 0.16 0.08
H 0.055807 -3.114895 3.630071 0.06 0.26 0.21
H -2.156518 -3.323451 3.150189 0.34 -0.11 0.30
H -3.248241 -4.203201 4.929945 -0.02 0.25 0.11
H -3.274084 -2.672912 5.831277 0.09 -0.09 -0.23
H -5.387996 -3.821972 4.106312 0.01 0.25 0.13
H -5.513680 -2.454633 5.235234 0.09 -0.17 -0.24
H -5.411451 -2.313535 2.358199 0.09 0.12 0.24
H -5.315598 -0.943900 3.486821 0.15 -0.25 -0.15
H -3.150749 -1.156657 2.162817 -0.17 -0.27 0.63
H -2.690769 -0.149179 5.076016 0.30 -0.10 0.00
H -0.811157 1.111859 6.124369 0.14 -0.24 -0.06
```
Positions in Å, forces in eV/Å.

HOMO energy: -10.59 eV
Total charge: +1
Lowest unoccupied orbital energy: -0.170 Eh
DFT total energy: -27294.69828 eV
Frontier orbital gap: 6.0 eV
Energy above the lowest of the compared OMol25 structures with the same formula, charge and spin: 69.70 kJ/mol
Molecular weight: 333.5 g/mol

Atomic partial charges in e from the Löwdin method, atoms 1 to 8: atom 1 (C): -0.137, atom 2 (C): -0.139, atom 3 (C): -0.113, atom 4 (N): -0.061, atom 5 (C): 0.010, atom 6 (C): -0.042, atom 7 (C): 0.020, atom 8 (C): -0.212

***

Record 2
One molecule with the formula C3H5N3O at a distorted geometry, computed with wB97M-V/def2-TZVPD.

XYZ file:
```
12
Properties=species:S:1:pos:R:3:forces:R:3
N -2.017339 -0.472720 0.550284 -0.15 -0.85 0.22
C -0.647609 -0.291567 0.248375 -0.28 -0.02 0.01
N 0.436739 -1.032031 0.127154 -0.25 0.19 0.01
C 1.375852 -0.123301 -0.284115 -0.23 0.28 -0.01
O 2.655688 -0.502315 -0.525529 -0.17 -0.12 0.07
C 0.866584 1.152577 -0.414511 0.02 -0.05 -0.01
N -0.467202 0.994001 -0.044351 -0.25 -0.41 0.12
H -2.245792 -0.690792 1.506054 0.06 -0.37 0.00
H -2.543635 -1.006529 -0.122117 0.04 -0.33 0.14
H 2.691178 -1.458822 -0.379438 -0.01 0.19 -0.01
H 1.341853 2.073368 -0.713951 -0.20 -0.12 0.08
H -1.440023 1.335586 0.059988 1.42 1.61 -0.63
```
Positions in Å, forces in eV/Å.

SMILES: Nc1nc(O)c[nH]1
HOMO energy: -8.12 eV
Total charge: 0
Lowest unoccupied orbital energy: 0.032 Eh
DFT total energy: -9709.22160 eV
Frontier orbital gap: 9.0 eV
Energy above the lowest of the compared OMol25 structures with the same formula, charge and spin: 131.43 kJ/mol
Molecular weight: 99.1 g/mol

Atomic partial charges in e from the Löwdin method, atoms 1 to 8: atom 1 (N): 0.090, atom 2 (C): -0.480, atom 3 (N): 0.163, atom 4 (C): -0.417, atom 5 (O): 0.050, atom 6 (C): -0.025, atom 7 (N): 0.073, atom 8 (H): 0.084

***

Which of these has the lowest energy above the lowest of the compared OMol25 structures with the same formula, charge and spin? C23H29N2

***

Number 1 is which compound? C23H29N2

***

Among the records above, which one has the lowest molecular weight? C3H5N3O

***

Number 1 is which compound? C23H29N2